A molecular structure, C26H17Cl3IN3O6ReS. Source: OMol25; level of theory: ωB97M-V/def2-TZVPD.

Geometry as XYZ:
```
58
Properties=species:S:1:pos:R:3
Re -0.3799 0.1906 0.1994
O -4.3266 0.3364 -0.6602
C -3.2165 0.4458 -0.2362
O -2.1361 0.8501 -0.6928
C -3.0069 -0.0734 1.4230
O -4.0112 -0.4157 1.9683
O -1.8136 0.0196 1.7490
I 3.1542 0.2182 -0.4486
C 2.8589 2.2063 0.2325
C 4.0379 2.9221 0.2013
C 4.1035 4.2436 0.6385
C 2.9610 4.8398 1.0862
C 1.7388 4.1390 1.0962
C 0.6088 4.8529 1.5377
C -0.6181 4.2577 1.5507
C -0.7313 2.9279 1.1493
C 0.3426 2.1405 0.7316
C 1.6343 2.7667 0.6748
H 4.9373 2.4451 -0.1594
H 5.0440 4.7718 0.6113
H 2.9692 5.8633 1.4359
H 0.7349 5.8788 1.8524
H -1.4909 4.7993 1.8794
H -1.7341 2.5190 1.1804
C -3.1176 3.1742 -6.7665
C -2.1886 2.5250 -5.7884
C -2.2652 2.8042 -4.4267
C -1.3558 2.2557 -3.5392
C -0.3666 1.4189 -4.0183
C -0.3002 1.0888 -5.3592
C -1.2193 1.6334 -6.2370
S 0.9586 0.9352 -2.9194
O 1.9411 0.2270 -3.6872
O 1.3629 2.1097 -2.2010
N 0.2957 -0.0854 -1.7778
C -0.3041 -1.2445 -2.1285
C -0.3638 -1.8233 -3.4031
C -1.0478 -3.0112 -3.5381
C -1.6308 -3.6173 -2.4262
C -1.5150 -2.9855 -1.2038
N -0.8861 -1.8316 -1.0623
H -3.4413 4.1478 -6.4089
H -4.0055 2.5616 -6.9229
H -2.6259 3.2995 -7.7282
H -3.0234 3.4823 -4.0638
H -1.3789 2.4951 -2.4871
H 0.4969 0.4504 -5.7078
H -1.1639 1.3924 -7.2882
H 0.1403 -1.3503 -4.2283
H -1.1327 -3.4720 -4.5112
H -2.1501 -4.5579 -2.5122
H -1.9298 -3.4152 -0.3025
Cl 1.6773 -4.3088 1.1379
C 1.9695 -2.9488 2.2730
Cl 1.4260 -3.4229 3.9033
Cl 3.7286 -2.5994 2.3131
C 1.2570 -1.8218 1.7728
N 0.7970 -0.9114 1.2014
```

Output
spin multiplicity	2
<S²>	0.81
charge	0
HOMO level (alpha / beta)	-0.2903 / -0.2917	Ha
maximum force	5.413	eV Å⁻¹
molar mass	919.0	g/mol
Kohn-Sham gap (alpha / beta)	4.9 / 5.4	eV
E_tot	-102623.593	eV

=====

2 unconnected molecules or ions with the total composition C6H16. Source: OMol25; level of theory: ωB97M-V/def2-TZVPD.

Geometry as XYZ:
```
22
Properties=species:S:1:pos:R:3
C -2.0992 -0.5009 -0.5533
C -1.9899 -2.0009 0.0459
C -3.0087 0.4139 0.2288
H -0.9836 -0.3161 -0.9979
H -2.5674 -0.5118 -1.6414
H -1.2816 -2.6547 -0.5209
H -4.0428 0.2043 0.1659
H -2.6137 0.4926 1.2223
H -2.9535 -2.4837 -0.0306
H -1.6930 -1.9692 0.9957
H -2.7917 1.4380 -0.0400
C 2.1917 0.4668 -0.3882
C 2.0731 1.9362 -0.1427
C 2.8427 -0.2880 0.7481
H 1.1011 0.0118 -0.4904
H 2.6355 0.1420 -1.3411
H 3.0877 2.3231 0.1419
H 3.9368 -0.4500 0.5535
H 2.6248 0.3507 1.6985
H 1.3606 1.9782 0.7291
H 1.7441 2.6281 -0.8172
H 2.3782 -1.3452 0.7408
```

Output
spin multiplicity	1
charge	0
HOMO level	-0.3845	Ha
maximum force	5.271	eV Å⁻¹
molar mass	88.2	g/mol
Kohn-Sham gap	11.5	eV
E_tot	-6479.508	eV

=====

A gas-phase ion, C5H9Cl2N2OS (charge +1). Source: OMol25; level of theory: ωB97M-V/def2-TZVPD.

Geometry as XYZ:
```
20
Properties=species:S:1:pos:R:3
C 1.8069 -0.9755 0.4544
C -2.1082 1.1125 0.2355
C -1.8665 -0.3288 0.8139
C -0.5019 0.2654 -1.2878
C 2.2192 0.2497 -0.0066
N 2.3157 -2.2172 0.2421
N -1.0345 1.4740 -0.7614
O 0.5813 -0.9329 0.9918
S -0.7546 -1.0916 -0.4330
Cl 3.8914 0.3058 -0.7277
Cl 1.6138 1.7075 0.7094
H -3.1951 1.0743 -0.1476
H -2.1147 1.6805 1.0828
H -1.3595 -0.3860 1.7270
H -2.6771 -0.9025 0.8064
H -0.3645 0.1826 -2.3952
H 3.1607 -2.3492 -0.2444
H 1.7969 -2.9802 0.6586
H -1.2592 2.2789 -1.4752
H -0.1501 1.8329 -0.2430
```

Output
spin multiplicity	1
charge	+1
HOMO level	-0.4258	Ha
maximum force	4.789	eV Å⁻¹
molar mass	216.1	g/mol
Kohn-Sham gap	7.7	eV
E_tot	-46228.391	eV

=====

A molecular structure, C37H57BN2O2PbSi. Source: OMol25; level of theory: ωB97M-V/def2-TZVPD.

Geometry as XYZ:
```
101
Properties=species:S:1:pos:R:3
Pb -0.2133 -0.5268 0.6912
C 6.6827 0.5053 -0.6896
C 5.7623 1.3169 -1.6167
C 6.0369 2.8079 -1.4191
C 6.0457 0.9447 -3.0791
C 4.3296 0.9555 -1.2701
C 3.8135 -0.3051 -1.5809
C 2.5300 -0.6350 -1.2150
N 1.7026 0.2094 -0.5869
C 2.1800 1.4272 -0.2782
C 3.4719 1.8175 -0.5936
C 1.2561 2.3196 0.4573
C 1.3960 3.6964 0.4601
C 0.4931 4.5029 1.1480
C -0.5486 3.8446 1.8086
C -0.6500 2.4752 1.7483
N 0.2396 1.7167 1.0888
C 0.5848 6.0175 1.1496
C 0.3814 6.5479 2.5756
C 1.9365 6.5057 0.6252
C -0.5342 6.5469 0.2379
H 7.7228 0.7081 -0.9446
H 6.5163 -0.5672 -0.7976
H 6.5316 0.7757 0.3564
H 7.0514 3.0331 -1.7450
H 5.9670 3.1033 -0.3707
H 5.3588 3.4284 -2.0079
H 7.0357 1.3060 -3.3548
H 5.3225 1.3978 -3.7583
H 6.0425 -0.1331 -3.2392
H 4.4117 -1.0376 -2.1029
H 2.1283 -1.6061 -1.4501
H 3.8118 2.7952 -0.2924
H 2.2054 4.1399 -0.0972
H -1.2962 4.3917 2.3632
H -1.4663 1.9612 2.2378
H 1.0845 6.0971 3.2772
H -0.6305 6.3763 2.9411
H 0.5450 7.6249 2.5827
H 2.7697 6.0923 1.1970
H 1.9854 7.5898 0.7145
H 2.0780 6.2671 -0.4303
H -1.5158 6.1997 0.5627
H -0.3839 6.2364 -0.7969
H -0.5385 7.6364 0.2677
C -7.5970 -1.3747 -3.3542
C -7.7738 -0.1460 -2.4632
C -8.1265 1.0566 -3.3487
C -8.9259 -0.4214 -1.4864
C -6.5025 0.1816 -1.6790
C -6.5320 1.2249 -0.7397
C -5.4288 1.6150 0.0045
C -4.2689 0.9080 -0.2259
O -3.0105 1.0608 0.3590
B -2.2362 0.1028 -0.2460
O -2.9286 -0.6489 -1.1560
C -4.2201 -0.1191 -1.1413
C -5.3103 -0.5100 -1.8889
H -8.5363 -1.5910 -3.8627
H -7.3264 -2.2599 -2.7755
H -6.8412 -1.2152 -4.1252
H -9.0279 0.8428 -3.9239
H -7.3205 1.2797 -4.0493
H -8.3156 1.9509 -2.7547
H -9.8230 -0.6930 -2.0433
H -9.1691 0.4518 -0.8821
H -8.6832 -1.2447 -0.8130
H -7.4582 1.7608 -0.5886
H -5.4772 2.4256 0.7169
H -5.2271 -1.3146 -2.6032
C 2.2103 -3.3783 1.2072
Si 0.3566 -3.3177 0.9949
C -0.6188 -3.5107 2.6005
C -2.0764 -3.0529 2.5627
C 0.1118 -2.7948 3.7397
C -0.5737 -5.0376 2.8698
C -0.3140 -3.9770 -0.6445
C -1.8417 -4.0647 -0.6926
C 0.1980 -3.2266 -1.8752
C 0.2787 -5.4113 -0.6836
H 2.4720 -4.3163 1.7067
H 2.5668 -2.5661 1.8390
H 2.7467 -3.3603 0.2593
H -2.1845 -1.9996 2.2767
H -2.5005 -3.1459 3.5643
H -2.6941 -3.6427 1.8886
H 0.1122 -1.7068 3.6114
H 1.1462 -3.1220 3.8511
H -0.3975 -3.0056 4.6820
H -1.0738 -5.6129 2.0904
H -1.0991 -5.2467 3.8044
H 0.4455 -5.4125 2.9871
H -2.3247 -3.0896 -0.6063
H -2.2359 -4.7222 0.0826
H -2.1372 -4.4921 -1.6530
H -0.1176 -2.1775 -1.9089
H -0.2153 -3.6965 -2.7703
H 1.2822 -3.2847 -1.9690
H -0.1074 -6.0480 0.1121
H 1.3692 -5.4217 -0.6389
H -0.0083 -5.8743 -1.6308
```

Output
spin multiplicity	1
charge	+2
HOMO level	-0.4778	Ha
maximum force	0.939	eV Å⁻¹
molar mass	808.0	g/mol
Kohn-Sham gap	6.4	eV
E_tot	-60161.281	eV

=====

12 unconnected molecules or ions with the total composition C5H34N2O12. Source: OMol25; level of theory: ωB97M-V/def2-TZVPD.

Geometry as XYZ:
```
53
Properties=species:S:1:pos:R:3
C 0.3442 1.1842 -0.1961
N 1.6341 1.7201 0.1623
C 2.2948 2.4236 -0.7975
O 1.7806 2.5654 -1.9027
C -0.3931 0.7122 1.0143
C -1.6928 1.5361 1.2955
C -2.2969 1.3986 2.6355
N -2.6368 -0.0749 3.0143
H 0.4553 0.2775 -0.8111
H -0.2144 1.7381 -0.9245
H 1.8165 1.9456 1.1327
H 3.3027 2.7158 -0.5305
H 0.0996 0.9446 1.9934
H -0.4698 -0.3618 1.0784
H -2.4821 1.2316 0.5606
H -1.4909 2.5977 1.0824
H -1.5356 1.6774 3.3996
H -3.2090 1.9797 2.7130
H -3.1820 -0.3674 2.2061
H -1.7788 -0.6215 2.9822
H -0.7163 3.9592 0.7089
H -1.0547 4.0018 -0.8575
O -1.1147 4.4445 -0.0106
H 3.9814 -1.5135 1.4315
H 2.8531 -2.0960 2.4045
O 3.7763 -1.9384 2.2632
H 2.2258 -2.4930 0.0747
H 2.4447 -0.9828 -0.3317
O 1.8957 -1.5967 0.2015
H -2.5568 -1.9991 -1.5119
H -2.3458 -0.6283 -0.6764
O -2.8546 -1.4315 -0.7956
H -1.2756 1.1938 -3.5892
H -0.1912 1.7154 -2.3994
O -0.8923 1.1325 -2.7009
H 1.4339 0.7822 -3.1286
H 0.5368 -0.0136 -3.8978
O 1.4980 0.0967 -3.8253
H 0.3575 -4.0298 0.5385
H 1.2390 -2.9451 1.3797
O 1.0347 -3.9536 1.3329
H -2.7071 0.9218 -2.4419
H -3.8742 -0.0729 -2.4553
O -3.5175 0.6927 -2.9157
H 0.7747 -1.7878 3.4304
H -0.5251 -2.0603 2.6891
O 0.3760 -2.4012 2.7896
H -1.2531 -4.0288 -0.2483
H -0.2800 -2.8869 -0.6463
O -0.4771 -3.8272 -0.7997
H 3.8591 0.2187 -1.7624
H 3.3734 -0.9751 -2.6277
O 3.6305 -0.7206 -1.7301
```

Output
spin multiplicity	2
<S²>	0.75
charge	+1
HOMO level (alpha / beta)	-0.4769 / -0.4764	Ha
maximum force	3.507	eV Å⁻¹
molar mass	314.3	g/mol
Kohn-Sham gap (alpha / beta)	9.2 / 3.5	eV
E_tot	-33275.083	eV